[1]
C5H5N | ωB97M-V/def2-TZVPD

The SMILES is C#CCC=C=N. The energy relative to the best compared isomer or geometry (same formula, charge and spin) comes out at 4.713 eV. The electronic energy comes out at -248.10185 Eh. Its total charge is 0. For the LUMO energy, the calculation gives 0.85 eV.

Geometry as XYZ:
```
11
Properties=species:S:1:pos:R:3:nbo_charge:R:1
C 1.8206 -1.2337 1.6680 -0.24
C 1.1940 -0.3789 1.0953 0.00
C 0.7282 0.6156 -0.0629 -0.43
C -0.7481 1.0214 -0.8032 -0.42
C -1.7074 0.1535 -0.6713 0.39
N -2.5703 -0.6170 -0.3202 -0.61
H 2.3120 -1.8082 2.3328 0.22
H 1.0037 1.6548 0.3254 0.24
H 1.2050 0.3464 -0.9398 0.22
H -0.6713 1.6719 -1.6708 0.25
H -2.5666 -1.4258 -0.9533 0.37
```

***

[2]
C5H5N | ωB97M-V/def2-TZVPD

The SMILES is C#CC(C)=C=N. The energy relative to the best compared isomer or geometry (same formula, charge and spin) comes out at 4.946 eV. The electronic energy comes out at -248.09328 Eh. Its total charge is 0. For the LUMO energy, the calculation gives 0.40 eV.

Geometry as XYZ:
```
11
Properties=species:S:1:pos:R:3:nbo_charge:R:1
C -2.4304 1.2327 -0.3341 -0.32
C -1.3249 0.6846 -0.1712 -0.03
C 0.3561 -0.1442 0.0826 -0.11
C 0.6389 -0.5961 1.4565 -0.64
C 0.9429 -0.1419 -1.0621 0.38
N 1.5276 0.0412 -2.1162 -0.59
H -3.3624 1.7009 -0.4246 0.24
H 1.7085 -0.4675 1.6391 0.23
H 0.0820 -0.0099 2.1851 0.25
H 0.3779 -1.6479 1.6009 0.22
H 1.4838 -0.6519 -2.8559 0.38
```

***

[3]
C5H5N | ωB97M-V/def2-TZVPD

The energy relative to the best compared isomer or geometry (same formula, charge and spin) comes out at 7.040 eV. The electronic energy comes out at -248.01632 Eh. Its total charge is 0. For the LUMO energy, the calculation gives -0.38 eV.

Geometry as XYZ:
```
11
Properties=species:S:1:pos:R:3:nbo_charge:R:1
C -0.9112 -1.0390 0.0983 0.41
C 1.1252 -0.1413 -0.2643 -0.56
C -0.9078 1.1574 0.1522 -0.40
C 0.2378 -1.6222 0.1610 -0.46
C 0.6688 1.2347 0.0216 0.23
N -1.5243 -0.0294 -0.2493 -0.49
H 2.0776 -0.3600 0.2202 0.25
H 0.9763 -0.0034 -1.3499 0.28
H -0.9221 1.4333 1.1969 0.23
H -1.4272 1.9398 -0.4772 0.24
H 0.6069 -2.5699 0.4905 0.25
```

***

[4]
C5H5N | ωB97M-V/def2-TZVPD

The energy relative to the best compared isomer or geometry (same formula, charge and spin) comes out at 11.332 eV. The electronic energy comes out at -247.85859 Eh. Its total charge is 0. For the LUMO energy (spin up / spin down), the calculation gives -0.53 / -0.47 eV.

Geometry as XYZ:
```
11
Properties=species:S:1:pos:R:3:nbo_charge:R:1
C 0.8391 -0.5177 0.0413 -0.02
C 0.3787 0.6840 -0.4438 0.17
C -0.5849 -0.7477 0.0375 0.13
C -1.0398 -2.9693 0.6696 -0.28
C 0.5623 2.1095 -0.4343 -0.69
N -0.4595 -0.1323 -1.1403 -0.28
H -1.4403 -2.5602 1.5950 0.10
H -0.1460 -3.3339 0.9412 0.07
H -0.4299 2.6178 -0.5809 0.26
H 1.3840 2.3663 -1.2539 0.28
H 0.9364 2.4835 0.5687 0.26
```

***

[5]
C5H5N3 | ωB97M-V/def2-TZVPD

The SMILES is N#C[C@]12C[C@H]1C=NN2. The energy relative to the best compared isomer or geometry (same formula, charge and spin) comes out at 3.702 eV. The electronic energy comes out at -357.63657 Eh. Its total charge is 0. For the LUMO energy, the calculation gives 0.53 eV.

Geometry as XYZ:
```
13
Properties=species:S:1:pos:R:3:nbo_charge:R:1
N -2.8134 -0.4720 -0.3631 -0.30
C -1.7260 -0.1270 -0.1667 0.26
C -0.3600 0.1481 0.2835 0.00
C 0.2536 1.6939 0.6720 -0.42
C 0.5380 0.8709 -0.6256 -0.30
C 1.7174 -0.0814 -0.6559 0.03
N 1.6226 -1.2011 -0.0264 -0.19
N 0.3844 -1.0478 0.7866 -0.47
H -0.2135 2.7571 0.2585 0.25
H 0.8021 1.7893 1.7222 0.27
H 0.1091 1.4102 -1.4619 0.26
H 2.7210 0.0056 -1.1866 0.22
H -0.3114 -1.9429 0.8436 0.40
```

***

[6]
C5H5N3 | ωB97M-V/def2-TZVPD

The SMILES is [H]/N=c1/ccccnn1. The energy relative to the best compared isomer or geometry (same formula, charge and spin) comes out at 4.318 eV. The electronic energy comes out at -357.61393 Eh. Its total charge is 0. For the LUMO energy, the calculation gives -0.79 eV.

Geometry as XYZ:
```
13
Properties=species:S:1:pos:R:3:nbo_charge:R:1
H -2.9943 -0.9894 -0.6678 0.33
N -2.6770 -0.0622 -0.5289 -0.55
C -1.4434 -0.2676 -0.0912 0.29
C -0.7655 0.9583 0.3101 -0.21
C 0.4718 1.1789 0.1261 -0.22
C 1.5015 0.3967 -0.3921 -0.21
C 1.4467 -0.9491 -0.3243 -0.05
N 0.4459 -1.6544 0.3089 -0.12
N -0.8038 -1.4668 0.5001 -0.14
H -0.9596 1.5711 1.3383 0.25
H 0.9901 2.1165 0.5548 0.21
H 2.5409 0.6496 -0.3902 0.22
H 2.2467 -1.4816 -0.7437 0.21
```

***

[7]
C5H5N3O3 | ωB97M-V/def2-TZVPD

The SMILES is N#C/C(=C\O)C(N)=O.N=C=O. The energy relative to the best compared isomer or geometry (same formula, charge and spin) comes out at 1.063 eV. The electronic energy comes out at -583.47221 Eh. Its total charge is 0. For the LUMO energy, the calculation gives -0.36 eV.

Geometry as XYZ:
```
16
Properties=species:S:1:pos:R:3:nbo_charge:R:1
N 0.7527 0.6044 -2.4587 -0.30
C 0.3239 0.4467 -1.4086 0.23
C -0.2269 0.4026 -0.1307 -0.44
C -1.5954 0.2883 0.0576 0.32
O -2.4771 0.3162 -0.9249 -0.64
C 0.6043 0.7656 1.1127 0.69
N 1.8228 1.2555 0.9002 -0.80
O -0.0192 0.6531 2.1637 -0.61
H -2.1071 0.3391 0.9751 0.23
H -2.1978 0.3520 -1.8407 0.51
H 2.1095 1.2160 -0.0400 0.39
H 2.6193 0.9589 1.4672 0.42
N -0.5174 -2.2137 -0.0493 -0.73
C 0.5964 -1.8439 0.0294 0.87
O 1.7060 -1.6210 0.2904 -0.53
H -1.3939 -1.9201 -0.1434 0.41
```

***

[8]
C5H5N6O2 | ωB97M-V/def2-TZVPD

The energy relative to the best compared isomer or geometry (same formula, charge and spin) comes out at 1.776 eV. The electronic energy comes out at -671.94163 Eh. Its total charge is +1. For the LUMO energy (spin up / spin down), the calculation gives -7.32 / -7.13 eV.

Geometry as XYZ:
```
18
Properties=species:S:1:pos:R:3:nbo_charge:R:1
C 0.3721 1.6051 -0.9422 0.31
C -0.9731 -1.5222 -0.7408 0.26
C -1.0092 -0.4544 0.3313 0.20
C 0.4941 2.1819 0.3788 -0.53
C 0.7708 0.9615 1.2481 -0.27
N 0.0608 0.9538 -1.8132 -0.33
N -2.2285 -1.6964 -1.0833 0.00
N -2.2284 -0.2606 0.6676 -0.06
N 0.2704 -2.0555 -0.9890 -0.31
N 0.0988 -0.2363 0.9568 -0.09
N 1.2151 -1.4335 -0.3493 0.44
O 2.4178 -1.5383 -0.2516 -0.16
O -2.9698 -0.9794 -0.2106 -0.08
H -0.4370 2.6578 0.5041 0.28
H 1.3120 2.9125 0.5075 0.29
H 1.7658 0.6623 1.2300 0.27
H 0.5812 0.9127 2.2965 0.31
H 0.4871 -2.6709 -1.7407 0.47
```

***

[9]
C5H5NO | ωB97M-V/def2-TZVPD

The SMILES is OC=C=CC1=NC1. The energy relative to the best compared isomer or geometry (same formula, charge and spin) comes out at 4.153 eV. The electronic energy comes out at -323.36705 Eh. Its total charge is 0. For the LUMO energy, the calculation gives 0.23 eV.

Geometry as XYZ:
```
12
Properties=species:S:1:pos:R:3:nbo_charge:R:1
O 0.3959 1.1095 -2.0541 -0.65
C 0.4281 1.3781 -0.7320 0.14
C 1.1664 0.7586 0.1760 -0.03
C 1.1758 -0.2426 1.0400 -0.31
C -0.0941 -0.9507 0.9953 0.20
N -0.8582 -1.8761 1.3560 -0.30
C -1.3463 -0.8514 0.3026 -0.35
H 0.8786 0.2853 -2.2127 0.49
H -0.1896 2.2323 -0.4699 0.21
H 1.9740 -0.5324 1.7149 0.24
H -2.0926 -0.1201 0.6142 0.18
H -1.4379 -1.1906 -0.7303 0.18
```

***

[10]
C5H5NO | ωB97M-V/def2-TZVPD

The SMILES is C#C[C@@H](C#N)CO. The energy relative to the best compared isomer or geometry (same formula, charge and spin) comes out at 2.428 eV. The electronic energy comes out at -323.43045 Eh. Its total charge is 0. For the LUMO energy, the calculation gives 0.68 eV.

Geometry as XYZ:
```
12
Properties=species:S:1:pos:R:3:nbo_charge:R:1
C 1.4649 -1.8863 -0.1477 -0.21
C 0.5483 -1.1282 0.0279 -0.01
C -0.5989 -0.2144 0.1287 -0.43
C -1.2220 -0.2392 1.4610 0.29
N -1.7485 -0.2089 2.4903 -0.29
C -0.2170 1.2381 -0.2589 -0.03
O 0.3677 1.2793 -1.5290 -0.70
H 2.2573 -2.5873 -0.3023 0.25
H -1.3502 -0.5552 -0.5939 0.28
H 0.4265 1.6729 0.5190 0.18
H -1.1364 1.8265 -0.3112 0.20
H 1.2084 0.8027 -1.4839 0.48
```

***

[11]
C5H5NO | ωB97M-V/def2-TZVPD

The energy relative to the best compared isomer or geometry (same formula, charge and spin) comes out at 9.392 eV. The electronic energy comes out at -323.17455 Eh. Its total charge is 0. For the LUMO energy (spin up / spin down), the calculation gives -0.41 / -0.40 eV.

Geometry as XYZ:
```
12
Properties=species:S:1:pos:R:3:nbo_charge:R:1
N -0.6870 -2.3908 0.8765 -0.44
C -0.8758 -1.2720 0.4808 0.32
C -1.1641 -0.1953 -0.3013 0.02
O -1.1973 1.0642 0.2386 -0.48
C 0.0820 1.2761 -0.3419 0.07
C 1.1605 0.7031 0.4298 -0.50
C 0.5346 -0.3428 -0.4916 -0.25
H -1.6733 -0.3190 -1.2625 0.24
H 0.0365 2.0551 -1.0847 0.21
H 2.1117 1.0965 0.0480 0.25
H 1.1025 0.6466 1.5115 0.22
H 0.5698 -2.3218 -0.1032 0.34
```

***

[12]
C5H5NO | ωB97M-V/def2-TZVPD

The energy relative to the best compared isomer or geometry (same formula, charge and spin) comes out at 4.222 eV. The electronic energy comes out at -323.36451 Eh. Its total charge is 0. For the LUMO energy (spin up / spin down), the calculation gives -0.90 / -0.90 eV.

Geometry as XYZ:
```
12
Properties=species:S:1:pos:R:3:nbo_charge:R:1
C 0.2619 -0.8874 -0.0497 -0.46
C -0.9369 -1.4869 0.0093 0.19
C 0.3520 0.5024 -0.3213 0.03
C -2.4320 0.3091 -0.1481 0.94
C 1.6989 1.1283 -0.0010 -0.74
N -2.0745 -0.8537 -0.1320 -0.56
O -3.1609 1.2035 -0.0331 -0.45
H 1.1059 -1.4129 0.1801 0.19
H -0.9107 -2.4895 0.2096 0.20
H 2.4334 0.4266 0.1689 0.18
H 1.6594 1.8257 0.8546 0.25
H 2.0035 1.7347 -0.7374 0.23
```

***

[13]
C5H5NO | ωB97M-V/def2-TZVPD

The SMILES is N#C[C@@H]1C[C@@H]1C=O. The energy relative to the best compared isomer or geometry (same formula, charge and spin) comes out at 1.374 eV. The electronic energy comes out at -323.46917 Eh. Its total charge is 0. For the LUMO energy, the calculation gives 0.71 eV.

Geometry as XYZ:
```
12
Properties=species:S:1:pos:R:3:nbo_charge:R:1
N -0.3808 -2.0891 -1.8419 -0.30
C 0.1754 -1.4158 -1.0825 0.27
C 0.8398 -0.5889 -0.0975 -0.33
C 0.1485 -0.4016 1.2217 -0.37
C 0.2290 0.7567 0.2729 -0.31
C -0.9207 1.2395 -0.5477 0.43
O -0.8967 2.3050 -1.1131 -0.50
H 1.9235 -0.6250 -0.1352 0.27
H -0.7999 -0.9170 1.3495 0.24
H 0.7720 -0.3597 2.1093 0.24
H 0.9434 1.5415 0.4998 0.25
H -1.7881 0.5562 -0.6464 0.12
```

***

[14]
C5H5NO | ωB97M-V/def2-TZVPD

The energy relative to the best compared isomer or geometry (same formula, charge and spin) comes out at 2.946 eV. The electronic energy comes out at -323.41142 Eh. Its total charge is 0. For the LUMO energy, the calculation gives 0.67 eV.

Geometry as XYZ:
```
12
Properties=species:S:1:pos:R:3:nbo_charge:R:1
O -1.6670 -0.8832 -1.4263 -0.54
C -0.2198 -1.1979 0.6865 0.15
C -0.1995 0.3299 0.7171 -0.28
C 1.1169 0.8209 0.1647 -0.38
C -0.0427 0.7050 -0.7617 -0.32
C -0.5183 -0.6520 -1.1540 0.65
N 0.1492 -1.7131 -0.4304 -0.45
H -0.5868 -1.8330 1.4860 0.21
H -0.8212 0.9283 1.3719 0.24
H 1.9264 0.0985 0.1051 0.24
H 1.4072 1.8326 0.4325 0.23
H -0.5443 1.5641 -1.1914 0.25
```

***

[15]
C5H5NO | ωB97M-V/def2-TZVPD

The SMILES is N#C[C@H]1CC=CO1. The energy relative to the best compared isomer or geometry (same formula, charge and spin) comes out at 2.292 eV. The electronic energy comes out at -323.43545 Eh. Its total charge is 0. For the LUMO energy, the calculation gives 0.74 eV.

Geometry as XYZ:
```
12
Properties=species:S:1:pos:R:3:nbo_charge:R:1
N 2.6997 0.0641 -0.4916 -0.28
C 1.6132 0.0787 -0.0813 0.26
C 0.3522 0.1555 0.5951 -0.02
C -0.6913 1.2105 0.1878 -0.46
C -1.7855 0.4448 -0.3754 -0.30
C -1.3643 -0.8501 -0.3443 0.13
O -0.2681 -1.2017 0.3920 -0.46
H 0.6398 0.1422 1.5796 0.24
H -1.2098 1.6985 0.9834 0.23
H -0.3921 1.9298 -0.5936 0.24
H -2.7623 0.8360 -0.7972 0.24
H -1.7745 -1.6774 -0.7576 0.19
```

***

[16]
C5H5NO | ωB97M-V/def2-TZVPD

The energy relative to the best compared isomer or geometry (same formula, charge and spin) comes out at 7.274 eV. The electronic energy comes out at -323.25236 Eh. Its total charge is 0. For the LUMO energy (spin up / spin down), the calculation gives -0.81 / -0.87 eV.

Geometry as XYZ:
```
12
Properties=species:S:1:pos:R:3:nbo_charge:R:1
C -1.5426 -1.5809 -0.2712 -0.14
C -2.0991 -0.4600 -0.1238 -0.01
C -0.4523 1.2849 -0.1227 0.07
C 0.6872 0.6547 -0.0945 0.01
C 1.9721 0.2556 0.2624 -0.07
N 2.7789 -0.3422 -0.5805 -0.52
O -1.6638 0.8380 -0.0565 -0.48
H -1.8309 -2.6004 -0.3217 0.20
H -3.2701 -0.2650 0.1333 0.21
H -0.3574 2.4477 -0.1343 0.21
H 2.1561 0.2300 1.3362 0.18
H 3.6219 -0.4623 -0.0266 0.32
```

***

[17]
C5H5NO | ωB97M-V/def2-TZVPD

The SMILES is C#C[C@@H](C#N)CO. The energy relative to the best compared isomer or geometry (same formula, charge and spin) comes out at 2.840 eV. The electronic energy comes out at -323.41533 Eh. Its total charge is 0. For the LUMO energy, the calculation gives 0.58 eV.

Geometry as XYZ:
```
12
Properties=species:S:1:pos:R:3:nbo_charge:R:1
C -0.0284 -2.2525 0.2177 -0.16
C -0.2326 -1.1036 -0.0757 -0.05
C -0.5716 0.3182 0.1139 -0.41
C -0.7487 0.3082 1.5776 0.28
N -0.8754 -0.0096 2.6820 -0.29
C 0.5224 1.2554 -0.4300 -0.04
O 0.6598 1.0629 -1.8135 -0.70
H 0.1536 -3.2720 0.4618 0.25
H -1.5256 0.5535 -0.3722 0.27
H 1.4584 1.0672 0.1139 0.18
H 0.2333 2.2984 -0.2748 0.20
H 0.8734 0.1289 -1.9548 0.47
```

***

[18]
C5H5NO | ωB97M-V/def2-TZVPD

The energy relative to the best compared isomer or geometry (same formula, charge and spin) comes out at 6.953 eV. The electronic energy comes out at -323.26418 Eh. Its total charge is 0. For the LUMO energy (spin up / spin down), the calculation gives -0.69 / -0.69 eV.

Geometry as XYZ:
```
12
Properties=species:S:1:pos:R:3:nbo_charge:R:1
O 2.2245 1.1833 0.1463 -0.40
C 1.2240 0.7466 0.5402 0.77
C 0.2451 -0.2374 0.7288 -0.46
C -0.8950 0.4134 -0.0781 -0.38
C -0.5995 -1.0375 -0.2780 -0.28
C -0.0735 -1.5207 -1.5397 0.26
N 0.3484 -1.8963 -2.5483 -0.27
H 0.0341 1.9731 1.1226 -0.16
H -0.0413 -0.3717 1.7700 0.27
H -0.5048 0.9506 -0.9540 0.20
H -0.8166 1.5917 0.8093 0.17
H -1.1452 -1.7952 0.2808 0.27
```

***

[19]
C5H5NO | ωB97M-V/def2-TZVPD

The energy relative to the best compared isomer or geometry (same formula, charge and spin) comes out at 6.071 eV. The electronic energy comes out at -323.29657 Eh. Its total charge is 0. For the LUMO energy, the calculation gives -0.36 eV.

Geometry as XYZ:
```
12
Properties=species:S:1:pos:R:3:nbo_charge:R:1
O 1.8531 -1.2651 -0.2128 -0.54
C 0.1250 0.5433 -1.3895 0.23
C -0.8468 -0.4104 -0.7785 -0.65
C -0.4225 0.0177 0.6402 -0.03
C 0.3055 1.1828 -0.0573 -0.65
C 1.1612 -1.1763 0.7351 0.72
N 0.5220 -1.1567 1.7589 -0.44
H -1.8733 -0.1276 -1.0557 0.29
H -0.7375 -1.4276 -1.1456 0.27
H -1.1717 0.2208 1.3907 0.24
H 1.3352 1.4676 0.1420 0.27
H -0.2503 2.1316 -0.0275 0.29
```

***

[20]
C5H5NO | ωB97M-V/def2-TZVPD

The energy relative to the best compared isomer or geometry (same formula, charge and spin) comes out at 3.858 eV. The electronic energy comes out at -323.37791 Eh. Its total charge is 0. For the LUMO energy (spin up / spin down), the calculation gives -0.30 / -0.20 eV.

Geometry as XYZ:
```
12
Properties=species:S:1:pos:R:3:nbo_charge:R:1
O 0.4296 -1.4555 -1.4318 -0.65
C 0.2124 -0.5705 -0.4338 0.41
C 1.2505 0.5380 -0.3743 -0.61
C 0.9945 1.3324 0.9122 0.26
N -0.2735 1.5637 1.1583 -0.46
C -0.8402 -0.6329 0.4169 -0.42
C -1.1785 0.6290 1.0865 0.07
H -0.3935 -1.9315 -1.6198 0.49
H -1.4809 -1.5141 0.4352 0.22
H 2.2510 0.0872 -0.3000 0.25
H 1.2065 1.1025 -1.3215 0.26
H -2.1779 0.8517 1.4719 0.20
```